[1]
Computed, not measured: 6 unconnected molecules or ions with the total composition C38H69BBrF9N3O10S, with wB97M-V/def2-TZVPD.

Charge = +1
Spin multiplicity = 1
HOMO level = -10.8 eV
Frontier orbital gap = 0.229 hartree

```
132
Properties=species:S:1:pos:R:3:mulliken_charge:R:1
C 1.09427 3.34736 6.58290 -0.54
B -0.46190 3.81773 6.17473 0.49
O -1.68925 3.20181 6.71821 -0.59
N -0.57925 4.96732 5.14423 -0.03
C -0.66521 6.35889 5.75614 -0.66
C 0.82782 7.02266 6.07223 0.43
O 1.68898 6.51101 6.97836 -0.52
C 1.19940 8.39889 5.22566 0.31
C 0.21171 9.73336 5.14055 -0.42
C 0.59563 11.09016 4.25406 -0.43
C 2.03417 11.09643 3.42429 -0.35
C 3.04425 9.78228 3.51343 -0.43
C 2.63351 8.46648 4.41353 -0.18
C -0.59993 4.66424 3.80779 0.07
N -0.77669 5.89131 2.88853 -0.24
C -0.92363 5.47179 1.40710 -0.44
S 0.43737 6.38370 0.58969 1.21
O 0.96698 7.44526 1.63518 -0.44
O -0.27279 7.31307 -0.48288 -0.69
C 1.74770 5.50693 -0.34879 0.49
F 2.40010 6.55744 -1.22584 -0.23
F 1.21913 4.51203 -1.35611 -0.24
C 2.96759 4.78357 0.42724 0.59
F 4.16914 4.92441 -0.48520 -0.26
F 2.71624 3.29654 0.43827 -0.18
C 3.44408 5.39669 1.85706 0.25
F 2.48339 5.26500 2.97517 0.14
F 3.86474 6.82413 1.58986 -0.26
C 4.85726 4.69393 2.41962 0.36
F 4.96592 5.18450 3.84496 -0.24
F 6.07135 5.22424 1.73329 -0.21
F 4.78903 3.22058 2.50550 -0.14
C -1.02826 3.86560 1.63326 -0.21
C -0.80835 2.82021 0.35601 -0.26
C -1.69650 1.44828 0.45475 -0.27
O -2.23494 1.13638 1.78616 -0.54
N -0.55102 3.38200 3.02328 0.00
Br 0.97299 2.31477 3.07033 0.09
H 1.22875 2.24264 6.21884 0.21
H 1.84149 4.01898 5.96441 0.12
H 1.27408 3.50944 7.73237 0.29
H -1.64437 2.23422 6.43224 0.34
H -1.33294 7.11336 5.15405 0.40
H -1.18787 6.25423 6.82463 0.43
H -0.81398 9.76450 5.71418 0.27
H -0.12797 12.01005 4.17572 0.32
H 2.36780 12.03617 2.77052 0.29
H 4.06627 9.78252 2.90884 0.31
H 3.40222 7.56000 4.45401 0.33
H -1.80550 6.09069 3.07615 0.40
H -1.94666 5.86629 0.93058 0.42
H -2.20881 3.73614 1.79036 0.31
H -1.16501 3.38106 -0.63243 0.36
H 0.30475 2.50452 0.19563 0.06
H -0.96567 0.54726 0.17711 0.20
H -2.51774 1.44105 -0.41080 0.15
H -1.70052 0.43712 2.26157 0.33
C -3.06604 0.21257 -5.82467 -0.85
C -2.70743 1.32066 -4.84781 -0.36
O -2.64526 0.88414 -3.49218 -0.44
C -1.69253 -0.13449 -3.19670 0.13
C -0.26084 0.26857 -3.50703 -1.06
H -4.02906 -0.23861 -5.55555 0.28
H -3.13458 0.60884 -6.84329 0.40
H -2.32146 -0.58595 -5.82681 0.11
H -3.48204 2.09272 -4.89361 0.33
H -1.77003 1.80830 -5.13133 0.31
H -1.96211 -1.06325 -3.71021 0.12
H -1.77587 -0.34136 -2.12340 0.16
H -0.11620 0.48042 -4.56903 0.33
H 0.42928 -0.53312 -3.22747 0.40
H 0.01040 1.17365 -2.95308 0.15
C -4.13136 -5.13952 -1.61447 -1.10
C -3.34861 -4.31685 -2.62503 -0.13
O -2.04532 -3.95502 -2.17482 -0.42
C -1.15880 -5.02891 -1.86914 -0.14
C -0.88600 -5.94282 -3.05188 -1.08
H -4.22483 -4.59464 -0.66697 0.28
H -5.13432 -5.35901 -1.99555 0.43
H -3.64189 -6.09076 -1.39629 0.18
H -3.88771 -3.38214 -2.80909 0.34
H -3.28649 -4.83096 -3.58873 0.18
H -1.53426 -5.59491 -1.01028 0.11
H -0.21372 -4.57514 -1.54879 0.34
H -1.79536 -6.43077 -3.41050 0.28
H -0.17333 -6.72452 -2.77229 0.48
H -0.46954 -5.37172 -3.88853 0.18
C 3.48454 -3.35326 2.85639 -1.07
C 2.45784 -2.32368 2.41301 -0.31
O 2.69705 -1.02054 2.93908 -0.38
C 3.94004 -0.41458 2.59210 -0.25
C 4.12752 -0.23423 1.09515 -0.95
H 3.51625 -3.41588 3.95113 0.29
H 3.23395 -4.34039 2.45375 0.39
H 4.49017 -3.09941 2.51536 0.27
H 1.47236 -2.63248 2.77585 0.30
H 2.38522 -2.28353 1.32214 0.30
H 4.76990 -0.97940 3.02943 0.35
H 3.95361 0.57164 3.07053 0.18
H 4.12994 -1.18942 0.56484 0.35
H 5.07779 0.26711 0.88835 0.40
H 3.31456 0.36951 0.67780 0.17
C -0.46890 -3.50367 -8.06011 -1.25
C -1.19555 -4.37823 -7.05123 0.19
O -2.13805 -5.26738 -7.64559 -0.44
C -1.61899 -6.20888 -8.58194 -0.31
C -0.57634 -7.14055 -7.98747 -0.99
H -1.18701 -2.91589 -8.64510 0.29
H 0.21464 -2.81776 -7.54862 0.39
H 0.11825 -4.09574 -8.76492 0.36
H -1.75924 -3.73320 -6.36979 0.19
H -0.48789 -4.93663 -6.43131 0.03
H -1.22829 -5.68854 -9.46260 0.30
H -2.46886 -6.80723 -8.93036 0.33
H 0.30113 -6.59737 -7.62881 0.25
H -0.24059 -7.86355 -8.73692 0.39
H -0.99349 -7.68736 -7.13508 0.26
C -1.39839 -10.97819 0.98384 -1.08
C -1.39286 -9.83189 -0.01449 -0.29
O -2.33017 -8.80382 0.29647 -0.41
C -2.15909 -8.14738 1.55043 -0.39
C -0.81310 -7.45700 1.69260 -0.77
H -2.39902 -11.42269 1.05129 0.29
H -0.68780 -11.75367 0.67885 0.39
H -1.12076 -10.64710 1.98650 0.27
H -1.67069 -10.22260 -0.99853 0.35
H -0.38991 -9.40870 -0.12358 0.27
H -2.33109 -8.85151 2.37115 0.37
H -2.95148 -7.39319 1.62136 0.33
H 0.01770 -8.16432 1.63710 0.28
H -0.75035 -6.94008 2.65488 0.40
H -0.67263 -6.72392 0.89107 0.06
```

---

[2]
Computed, not measured: a molecular structure, C38H69Br28N2PS, with wB97M-V/def2-TZVPD.

Spin multiplicity = 1
HOMO level = -7.6 eV
Frontier orbital gap = 0.273 hartree

```
139
Properties=species:S:1:pos:R:3:mulliken_charge:R:1
C 6.52165 5.59160 2.34940 -1.36
C 5.58711 4.49503 1.82184 0.03
P 6.48762 3.16460 0.88425 -0.15
C 8.02429 2.70470 1.78877 -0.67
C 7.88274 2.41367 3.31731 -0.87
C 5.29591 1.77081 0.85929 0.04
C 4.48271 1.69532 -0.32215 -0.86
C 3.52751 0.75445 -0.53229 -1.83
C 3.31963 -0.19743 0.50939 0.44
N 2.44632 -1.20465 0.58546 -0.31
S 2.61536 -1.90316 2.01797 0.16
N 3.84116 -1.04330 2.64655 -0.60
C 4.11864 -0.14766 1.71012 -0.05
C 5.12030 0.86101 1.85531 0.56
H 5.93817 6.31371 2.92743 0.37
H 7.01974 6.08286 1.51208 0.35
H 7.23281 5.16412 3.05898 0.30
H 4.77698 4.85972 1.18912 0.46
H 5.13106 3.99083 2.68535 -0.07
H 8.74258 3.52091 1.67960 0.41
H 8.49840 1.82474 1.34792 0.49
H 8.85974 2.59546 3.77652 0.34
H 7.13262 3.05882 3.77192 0.01
H 7.66100 1.35777 3.47856 0.40
H 4.60439 2.43984 -1.10703 0.45
H 2.93777 0.73526 -1.43825 1.33
H 5.71142 0.90968 2.76150 0.12
Br 1.75620 1.33305 2.24228 0.08
C 0.29705 2.08747 1.21206 -0.45
C -0.47081 3.11331 1.99458 -0.47
Br -1.67057 2.30759 3.30475 -0.17
H -0.31700 1.25426 0.88033 0.43
H 0.77400 2.55096 0.34827 0.16
H -1.11987 3.67951 1.33537 0.18
H 0.17336 3.79589 2.54061 0.36
Br 1.29667 -2.90614 5.20835 -0.18
C 0.45681 -1.13820 5.22836 0.43
C 0.11100 -0.70018 6.63707 -1.13
Br -1.52323 -1.66264 7.27172 -0.19
H -0.41465 -1.19329 4.58258 0.28
H 1.19236 -0.47012 4.78480 -0.37
H -0.13103 0.34394 6.65750 0.38
H 0.90725 -0.89363 7.34588 0.60
Br -0.03294 0.18443 -2.45126 -0.18
C 0.10769 -1.65080 -3.11294 -0.58
C -1.05189 -2.49250 -2.65436 -0.50
Br -0.82747 -2.97856 -0.78705 -0.14
H 1.06863 -2.03309 -2.77920 0.30
H 0.11273 -1.56087 -4.19573 0.32
H -1.08304 -3.43189 -3.20381 0.30
H -2.01227 -1.99422 -2.74583 0.44
Br -0.74455 0.30112 8.85098 -0.03
C -1.56438 2.07825 8.90628 -0.59
C -1.88675 2.51906 10.31068 -0.60
Br -3.47181 1.62077 10.99477 -0.16
H -2.44035 2.02915 8.26570 0.42
H -0.82759 2.74765 8.46245 0.28
H -2.12874 3.58027 10.33488 0.38
H -1.08285 2.31678 11.00993 0.35
Br 0.62290 6.24302 0.11053 -0.04
C -0.66947 7.57599 0.70639 -0.30
C -1.35349 7.12208 1.96519 -0.61
Br -2.70723 5.75887 1.62572 -0.18
H -1.35262 7.75094 -0.11706 0.02
H -0.08925 8.47768 0.89193 0.38
H -1.89530 7.94307 2.42994 0.40
H -0.65817 6.69739 2.68287 0.37
Br -4.37767 -4.68816 -3.16278 -0.03
C -4.28075 -4.97159 -1.24324 -0.06
C -5.63381 -4.84822 -0.59833 -0.67
Br -6.17722 -2.98664 -0.43469 -0.14
H -3.55537 -4.26047 -0.85991 -0.27
H -3.89210 -5.98179 -1.12476 0.42
H -5.60403 -5.22943 0.42108 0.39
H -6.41608 -5.35952 -1.15205 0.42
Br 4.55100 -0.42630 -3.19685 0.06
C 4.71419 -1.45229 -4.84285 -0.65
C 3.36048 -1.75381 -5.42068 -0.58
Br 2.46830 -3.15472 -4.42311 -0.14
H 5.28986 -2.34015 -4.60199 0.36
H 5.28410 -0.82822 -5.52854 0.36
H 3.45105 -2.12873 -6.43813 0.40
H 2.69481 -0.89517 -5.41336 0.36
Br -4.44379 -8.70514 -2.87929 -0.13
C -4.20420 -8.14081 -4.72309 0.21
C -3.02006 -8.80780 -5.36884 -0.63
Br -1.34924 -8.01058 -4.77353 -0.13
H -4.12283 -7.05816 -4.70945 -0.50
H -5.12564 -8.42936 -5.22747 0.33
H -3.03998 -8.65798 -6.44702 0.33
H -2.96170 -9.86996 -5.15426 0.47
Br -2.63935 -5.00296 -9.66882 -0.15
C -2.91454 -5.76284 -7.90024 -0.63
C -3.21578 -4.69942 -6.87886 0.25
Br -1.61196 -3.73458 -6.36014 -0.07
H -2.02373 -6.33628 -7.65994 0.35
H -3.76294 -6.43722 -8.00850 0.39
H -3.58615 -5.14967 -5.95909 -0.62
H -3.92956 -3.96079 -7.22994 0.45
Br 2.97634 4.65829 -5.89840 -0.15
C 1.71663 4.59290 -4.41586 -0.41
C 2.28636 5.22103 -3.17374 -0.12
Br 3.57857 4.04624 -2.30543 0.14
H 1.44839 3.54978 -4.27641 0.29
H 0.84557 5.14973 -4.75588 0.25
H 1.50269 5.37960 -2.43659 -0.19
H 2.79383 6.16098 -3.36674 0.41
Br -4.53267 -4.06091 4.75386 -0.16
C -4.28548 -3.48686 2.91120 -0.54
C -3.08167 -4.14094 2.28599 0.48
Br -1.42813 -3.33233 2.90359 -0.06
H -4.21768 -2.40387 2.92345 0.42
H -5.19574 -3.78449 2.39433 0.21
H -3.08465 -3.99170 1.20757 -0.72
H -3.01379 -5.20286 2.50288 0.46
Br -8.03655 -4.59786 -4.72038 -0.13
C -7.88075 -6.41924 -5.37634 -0.17
C -9.00420 -7.28704 -4.87697 -0.58
Br -8.74140 -7.78527 -3.01503 -0.14
H -6.90236 -6.78033 -5.07210 -0.12
H -7.91500 -6.33638 -6.46117 0.39
H -9.03236 -8.22745 -5.42369 0.36
H -9.97286 -6.80253 -4.94247 0.40
Br -3.76187 7.11549 -1.33366 -0.09
C -3.54352 7.56897 -3.21677 -0.64
C -2.36654 6.85910 -3.82909 -0.56
Br -0.68090 7.67952 -3.30510 -0.17
H -3.46304 8.64972 -3.27453 0.36
H -4.46771 7.24996 -3.69420 0.37
H -2.39647 6.93979 -4.91362 0.39
H -2.31030 5.81255 -3.54586 0.36
Br 5.04068 3.98509 5.77427 -0.17
C 4.74164 2.31075 6.72130 -0.70
C 3.77444 1.42226 5.98615 0.06
Br 1.94493 2.04586 6.20011 -0.08
H 4.40020 2.57221 7.71759 0.43
H 5.71971 1.83817 6.78606 0.41
H 3.78889 0.41669 6.40273 0.44
H 3.96449 1.36908 4.91721 -0.32
```